A molecular structure, C30H15BiF15GeN3O5SSe2Te2 in a non-equilibrium geometry. Source: the Open Molecules 2025 dataset; level of theory: ωB97M-V/def2-TZVPD.

```
! RIJCOSX wB97M-V def2-TZVPD def2/J DEFGRID3
* xyz -2 1
Bi -1.742 0.346 -1.104
O -5.689 -2.123 -0.991
C -4.749 -1.325 -0.903
O -3.535 -1.521 -1.201
C -5.058 0.081 -0.373
C -6.344 0.490 -0.052
C -6.537 1.796 0.375
C -5.451 2.656 0.451
C -4.199 2.170 0.112
N -4.030 0.915 -0.278
C -2.969 3.065 0.032
O -3.143 4.276 0.111
O -1.850 2.474 -0.184
H -7.148 -0.224 -0.152
H -7.529 2.144 0.637
H -5.542 3.694 0.739
Se 0.861 0.875 -1.893
Te 0.968 2.896 -3.401
Te -1.569 3.821 -3.062
Se -2.697 1.581 -3.165
C -3.864 -1.781 -4.588
N -2.985 -2.766 -3.997
C -3.303 -4.136 -4.309
C -2.020 -2.363 -3.122
O -1.578 -1.200 -3.172
N -1.461 -3.322 -2.314
C -0.261 -2.942 -1.590
C -2.300 -4.266 -1.586
H -3.878 -1.894 -5.677
H -3.506 -0.786 -4.348
H -4.880 -1.899 -4.196
H -3.438 -4.222 -5.393
H -4.229 -4.466 -3.825
H -2.487 -4.790 -4.015
H 0.308 -2.214 -2.162
H 0.359 -3.829 -1.445
H -0.487 -2.509 -0.609
H -3.353 -4.073 -1.772
H -2.137 -4.132 -0.515
H -2.045 -5.298 -1.849
F 1.093 3.313 2.790
C 1.969 3.572 1.813
C 2.639 2.514 1.220
C 3.509 2.835 0.192
F 4.204 1.898 -0.463
C 3.727 4.144 -0.203
F 4.580 4.418 -1.200
C 3.087 5.177 0.453
F 3.331 6.446 0.108
C 2.191 4.891 1.466
F 1.580 5.894 2.111
Ge 2.132 0.672 1.868
S 0.141 0.043 2.008
C 2.962 0.611 3.752
C 3.028 -0.657 4.310
F 2.735 -1.726 3.553
C 3.407 -0.898 5.617
F 3.457 -2.145 6.111
C 3.753 0.171 6.423
F 4.112 -0.035 7.698
C 3.734 1.448 5.899
F 4.106 2.483 6.670
C 3.341 1.649 4.585
F 3.392 2.910 4.137
C 3.615 -0.461 1.058
C 4.948 -0.158 1.267
F 5.288 0.874 2.058
C 5.975 -0.875 0.682
F 7.260 -0.560 0.917
C 5.675 -1.935 -0.154
F 6.661 -2.630 -0.733
C 4.354 -2.279 -0.370
F 4.062 -3.320 -1.162
C 3.352 -1.545 0.245
F 2.092 -1.936 0.057
*
```

Output
highest occupied orbital energy	-2.038	eV
ΔE to the lowest compared entry with this formula, charge and spin	73.8	kJ/mol
Kohn-Sham gap	5.925	eV

Just the Löwdin charges please, in e? Sure, here they are: Bi 1.246; O -0.006; C -0.617; O -0.169; C -0.174; C -0.004; C -0.054; C 0.003; C -0.195; N 0.001; C -0.685; O 0.007; O -0.342; H 0.109; H 0.098; H 0.113; Se -0.255; Te 0.088; Te 0.245; Se -0.045; C -0.044; N -0.126; C -0.072; C -0.525; O -0.215; N -0.130; C -0.075; C -0.073; H 0.085; H 0.017; H 0.095; H 0.083; H 0.091; H 0.078; H 0.062; H 0.091; H 0.074; H 0.075; H 0.092; H 0.080; F 0.080; C -0.244; C -0.119; C -0.237; F 0.083; C -0.150; F 0.098; C -0.135; F 0.110; C -0.136; F 0.109; Ge 0.520; S 0.074; C -0.114; C -0.240; F 0.072; C -0.145; F 0.099; C -0.146; F 0.102; C -0.145; F 0.097; C -0.213; F 0.096; C -0.118; C -0.237; F 0.094; C -0.142; F 0.098; C -0.139; F 0.106; C -0.135; F 0.104; C -0.233; F 0.062

A molecular structure, C30H15Br4Cl3F12NO4SSiTaTe in a non-equilibrium geometry. Source: the Open Molecules 2025 dataset; level of theory: ωB97M-V/def2-TZVPD.

```
! RIJCOSX wB97M-V def2-TZVPD def2/J DEFGRID3
* xyz -2 1
Ta -0.388 0.108 -0.418
C 4.417 5.070 2.021
C 3.617 3.800 1.840
C 4.121 2.549 2.173
C 3.399 1.399 1.939
C 2.113 1.399 1.343
N 1.440 0.233 1.076
C 2.096 -1.000 1.078
C 3.368 -1.214 0.536
C 3.985 -2.450 0.613
C 3.355 -3.536 1.210
C 4.037 -4.879 1.339
C 2.053 -3.359 1.660
C 1.415 -2.128 1.576
C -0.041 -1.890 1.962
O -0.667 -1.247 0.914
C -0.849 -3.211 2.133
F -0.442 -3.951 3.190
F -2.153 -2.964 2.291
F -0.725 -3.983 1.049
C -0.140 -1.045 3.316
F 1.063 -0.954 3.913
F -0.963 -1.636 4.224
F -0.605 0.177 3.135
C 1.543 2.693 1.155
C 2.319 3.834 1.359
C 0.071 2.908 0.794
O -0.662 1.752 0.588
C -0.684 3.616 1.975
F -0.233 4.843 2.294
F -0.575 2.873 3.080
F -1.988 3.744 1.691
C -0.068 3.837 -0.498
F 0.063 5.163 -0.229
F 0.879 3.544 -1.395
F -1.254 3.697 -1.079
H 5.347 4.869 2.559
H 4.681 5.519 1.058
H 3.852 5.818 2.586
H 5.107 2.470 2.625
H 3.827 0.449 2.226
H 3.852 -0.394 0.023
H 4.976 -2.576 0.185
H 5.103 -4.798 1.118
H 3.928 -5.277 2.352
H 3.606 -5.613 0.650
H 1.537 -4.215 2.074
H 1.893 4.804 1.141
Br 0.806 2.401 -7.016
C 1.130 1.736 -5.275
C 2.402 1.312 -4.896
Br 3.843 1.389 -6.121
C 2.620 0.815 -3.601
Br 4.306 0.204 -3.007
C 1.575 0.730 -2.689
O 1.659 0.255 -1.471
C 0.302 1.190 -3.076
O -0.589 1.134 -2.097
C 0.075 1.668 -4.345
Br -1.680 2.227 -4.752
Te 0.083 -2.039 -2.107
C -1.360 -3.380 -2.880
C -1.617 -3.528 -4.215
C -2.577 -4.543 -4.502
C -3.033 -5.163 -3.376
S -2.295 -4.506 -1.978
H -1.129 -2.915 -4.964
H -2.907 -4.793 -5.504
H -3.772 -5.949 -3.293
Cl -3.902 1.474 -1.707
Si -2.960 0.122 -0.457
Cl -3.567 0.639 1.471
Cl -4.001 -1.646 -0.769
*
```

Output
highest occupied orbital energy	-2.398	eV
ΔE to the lowest compared entry with this formula, charge and spin	109.2	kJ/mol
Kohn-Sham gap	6.165	eV

Just the Löwdin charges please, in e? Sure, here they are: Ta 1.516; C -0.070; C -0.288; C -0.060; C -0.018; C -0.189; N -0.028; C -0.259; C -0.040; C -0.040; C -0.274; C -0.065; C 0.012; C -0.089; C -0.265; O -0.403; C -0.553; F 0.130; F 0.155; F 0.136; C -0.507; F 0.149; F 0.124; F 0.153; C -0.058; C -0.004; C -0.269; O -0.306; C -0.546; F 0.136; F 0.161; F 0.148; C -0.530; F 0.124; F 0.171; F 0.153; H 0.062; H 0.072; H 0.069; H 0.102; H 0.103; H 0.088; H 0.106; H 0.064; H 0.070; H 0.076; H 0.114; H 0.115; Br 0.658; C -0.751; C -0.748; Br 0.660; C -0.630; Br 0.751; C -0.500; O -0.297; C -0.455; O -0.381; C -0.631; Br 0.750; Te 1.045; C -0.987; C -0.281; C -0.228; C -0.461; S 0.881; H 0.086; H 0.085; H 0.047; Cl 0.198; Si -0.664; Cl 0.212; Cl 0.192

A molecular structure, C30H17Cl2IrN7O4 in a non-equilibrium geometry. Source: the Open Molecules 2025 dataset; level of theory: ωB97M-V/def2-TZVPD.

```
! RIJCOSX wB97M-V def2-TZVPD def2/J DEFGRID3
* xyz 2 2
Ir 0.902 -0.650 -0.249
Cl 3.496 -6.652 1.766
C 3.221 -4.978 1.654
C 2.098 -4.546 0.920
C 1.840 -3.179 0.784
N 0.798 -2.592 0.075
C -0.376 -3.327 -0.129
O -0.627 -4.360 0.436
C -1.247 -2.758 -1.185
C -2.393 -3.415 -1.584
C -3.110 -2.893 -2.647
C -2.628 -1.754 -3.271
C -1.478 -1.154 -2.790
N -0.792 -1.639 -1.747
C 2.671 -2.252 1.378
C 3.778 -2.671 2.121
C 4.055 -4.047 2.251
Cl 5.427 -4.496 3.147
N 2.277 -0.941 1.133
C 2.657 0.056 2.039
O 3.131 -0.167 3.123
C 2.505 1.428 1.497
C 2.928 2.523 2.222
C 2.861 3.770 1.624
C 2.395 3.852 0.321
C 1.976 2.699 -0.321
N 2.016 1.494 0.260
H 1.449 -5.282 0.474
H -2.682 -4.319 -1.067
H -4.016 -3.373 -2.991
H -3.130 -1.330 -4.130
H -1.088 -0.279 -3.280
H 4.427 -1.958 2.604
H 3.313 2.371 3.221
H 3.178 4.656 2.155
H 2.360 4.796 -0.204
H 1.630 2.752 -1.338
O -4.654 4.603 -0.706
N -3.724 4.223 -1.368
O -3.402 4.665 -2.450
C -2.897 3.116 -0.804
C -3.271 2.672 0.408
C -2.556 1.613 1.059
C -2.907 1.114 2.328
C -2.169 0.099 2.878
C -1.082 -0.417 2.162
N -0.745 0.046 0.969
C -1.466 1.049 0.414
C -1.070 1.526 -0.884
N 0.005 0.922 -1.446
C 0.436 1.300 -2.639
C -0.196 2.320 -3.346
C -1.288 2.948 -2.798
C -1.765 2.560 -1.523
H -4.124 3.127 0.893
H -3.754 1.536 2.855
H -2.407 -0.310 3.850
H -0.474 -1.219 2.563
H 1.300 0.779 -3.034
H 0.177 2.608 -4.319
H -1.785 3.738 -3.336
*
```

Output
highest occupied orbital energy (spin up / spin down)	-13.345 / -13.163	eV
ΔE to the lowest compared entry with this formula, charge and spin	325.7	kJ/mol
Kohn-Sham gap (spin up / spin down)	5.092 / 4.646	eV
<S²>	0.76

Just the natural (NBO) charges please, in e? Sure, here they are: Ir 1.400; Cl 0.115; C -0.051; C -0.230; C 0.186; N -0.548; C 0.629; O -0.488; C 0.087; C -0.174; C -0.116; C -0.213; C 0.050; N -0.453; C 0.100; C -0.205; C -0.053; Cl 0.115; N -0.531; C 0.632; O -0.488; C 0.088; C -0.174; C -0.116; C -0.211; C 0.043; N -0.449; H 0.267; H 0.271; H 0.255; H 0.253; H 0.202; H 0.266; H 0.271; H 0.255; H 0.253; H 0.203; O -0.313; N 0.533; O -0.356; C 0.059; C -0.114; C -0.093; C -0.063; C -0.226; C 0.109; N -0.444; C 0.236; C 0.164; N -0.486; C 0.081; C -0.237; C -0.075; C -0.073; H 0.285; H 0.258; H 0.270; H 0.243; H 0.245; H 0.267; H 0.289